# 1
DFT (wB97M-V/def2-TZVPD) results for a 4-piece molecular cluster, C52H41BrO9S overall at a distorted geometry.

Calculated values
DFT total energy   -5655.30989 hartree
Frontier orbital gap   7.85 eV
HOMO   -9.11 eV

ORCA input file:
```
! RIJCOSX wB97M-V def2-TZVPD def2/J DEFGRID3
* xyz 0 1
Br 1.192 0.414 2.967
S -3.531 1.575 -0.427
O -3.511 2.517 -1.656
O -1.965 1.168 0.119
O 10.400 3.329 -1.450
O -8.323 4.501 -1.807
O 5.328 1.999 -0.442
O -9.977 0.046 -4.241
O 5.202 -3.891 5.784
O 0.407 -6.199 5.346
O -4.205 0.108 -0.987
C 1.505 -5.672 5.475
C -11.084 4.115 -2.020
C 1.036 2.074 0.427
C 2.104 1.667 1.640
C -12.448 3.876 -2.188
C -8.702 3.493 -2.390
C -1.037 0.915 -0.994
C 8.593 5.420 -1.037
C -2.355 -2.283 -4.993
C 9.467 -0.738 -1.069
C 2.730 -6.495 5.519
C -10.145 3.211 -2.535
C -5.423 1.935 -3.414
C 0.464 -3.414 5.586
C 2.967 -2.217 5.901
C 3.784 -8.677 5.490
C 6.892 3.724 -0.751
C -1.395 -1.322 -4.350
C 7.631 6.417 -0.864
C -7.219 0.470 -4.099
C 3.983 -5.892 5.613
C 6.497 2.304 -0.646
C -6.355 2.831 -2.885
C 0.539 0.774 -0.454
C -12.879 2.738 -2.870
C -9.597 1.083 -3.710
C 1.812 -1.433 5.908
C 2.630 -7.891 5.462
C 5.925 4.726 -0.595
C -3.559 -1.047 -0.306
C -7.725 2.547 -2.964
C -11.946 1.827 -3.368
C 9.820 0.604 -1.218
C -10.577 2.061 -3.195
C -1.348 -0.447 -1.860
C 5.141 -6.681 5.626
C 2.872 -3.605 5.739
C 4.100 -4.424 5.715
C 8.150 -1.084 -0.766
C 8.852 1.605 -1.064
C 6.297 6.070 -0.653
C -2.205 -1.593 -1.051
C 5.039 -8.072 5.564
C 1.621 -4.204 5.597
C 7.181 -0.088 -0.626
C -1.983 -0.103 -3.368
C -8.156 1.374 -3.582
C 0.563 -2.030 5.741
C 9.242 3.023 -1.188
C 7.531 1.259 -0.781
C 8.221 4.071 -0.987
C -5.854 0.753 -4.014
H 5.546 6.846 -0.527
H -10.754 5.008 -1.492
H 2.460 2.632 2.202
H 9.632 5.698 -1.207
H 2.965 1.035 1.158
H 6.123 -6.216 5.688
H -0.220 -1.387 -4.457
H -12.290 0.938 -3.895
H 1.888 -0.356 6.041
H -2.009 -2.807 -5.990
H -1.494 -2.211 -0.325
H 1.598 2.882 -0.243
H 0.078 2.633 0.855
H -3.423 -0.867 0.866
H -0.999 1.820 -1.772
H 3.704 -9.761 5.451
H -13.175 4.581 -1.792
H -1.572 0.954 -3.741
H -2.563 -2.376 -1.876
H -3.434 -2.489 -4.540
H -13.942 2.558 -3.012
H -4.357 -1.932 -0.379
H -0.515 -3.873 5.462
H -7.548 -0.453 -4.574
H 3.939 -1.744 6.026
H -3.155 -0.115 -3.368
H -6.010 3.750 -2.415
H 5.938 -8.683 5.578
H 1.193 0.793 -1.452
H 10.221 -1.513 -1.185
H 4.882 4.463 -0.424
H 10.851 0.867 -1.450
H 0.733 -0.249 0.098
H 7.877 -2.129 -0.640
H 1.655 -8.371 5.401
H 6.154 -0.367 -0.393
H -5.128 0.051 -4.419
H -4.360 2.160 -3.355
H -0.287 -0.940 -2.097
H -0.337 -1.418 5.737
H 7.923 7.464 -0.897
*
```

These are the Mulliken partial charges, in e, on atoms 1 to 4: atom 1 (Br): -0.16, atom 2 (S): 0.42, atom 3 (O): -0.51, atom 4 (O): -0.25

# 2
DFT (wB97M-V/def2-TZVPD) results for C52H42BCo2O9P as an isolated structure at a distorted geometry.

Calculated values
ΔE to the lowest compared entry with this formula, charge and spin   145.07 kJ/mol
DFT total energy   -5815.30313 hartree
Frontier orbital gap   1.27 eV
HOMO   -5.21 eV

ORCA input file:
```
! RIJCOSX wB97M-V def2-TZVPD def2/J DEFGRID3
* xyz 0 1
Co -5.388 -0.115 -0.005
Co -3.283 0.551 -1.417
P -4.650 0.660 1.812
O 6.225 -1.632 1.397
O -8.221 0.303 0.499
O -1.186 1.856 0.144
O 7.142 -1.129 -2.895
O -1.834 1.121 -3.885
O 3.898 -0.511 0.860
O -2.516 -2.226 -1.901
O -4.955 -2.948 0.226
O 7.466 1.251 -1.791
C -2.594 0.380 3.738
C 2.298 -0.207 2.635
C 6.639 -2.889 3.395
C 6.754 -3.762 0.958
C 6.534 -3.071 -0.287
C -4.614 2.490 1.833
C 7.562 1.088 0.431
C -5.098 -1.808 0.064
C -6.393 -3.172 -5.534
C 8.414 -1.330 -4.922
C -5.328 -0.786 -4.425
C -6.998 -0.611 5.587
C -2.321 0.944 -2.850
C 4.593 0.205 -0.101
C -4.643 0.693 -2.539
C -5.771 4.581 1.398
C -5.001 1.227 -1.316
C 8.534 2.005 -1.376
C -5.946 -3.166 -4.211
C -2.971 -1.212 -1.589
C 7.148 -1.056 -4.267
C 4.210 1.528 -0.003
C -6.533 -1.554 4.670
C -5.682 0.235 3.276
C 6.873 0.671 -0.684
C 9.260 2.750 -2.388
C 6.193 -1.769 0.021
C -2.339 -0.930 1.726
C -3.440 3.202 2.110
C 5.895 -0.760 -2.427
C -5.449 -1.977 -3.662
C -0.786 -1.217 3.537
C -4.787 0.445 -3.872
C 8.634 1.933 -0.002
C -7.101 0.117 0.248
C -5.777 3.186 1.460
C -4.611 5.290 1.713
C -3.453 4.602 2.079
C -5.770 -0.826 -5.780
C -6.188 1.185 4.173
C 3.272 1.644 1.074
C 6.551 -2.837 1.959
C -1.462 -0.241 4.275
C 5.095 -0.537 -3.522
C -5.879 -1.133 3.513
C 5.891 -0.714 -4.713
C 3.129 0.366 1.588
C -1.210 -1.551 2.255
C -6.834 0.753 5.339
C -2.094 1.403 -0.419
C -3.032 0.043 2.448
C -6.313 -1.996 -6.311
B 5.780 -0.504 -0.863
H 2.909 -0.692 3.415
H 1.711 0.595 3.105
H 1.613 -0.964 2.220
H 7.061 -4.787 1.101
H -6.674 5.108 1.101
H 9.315 2.234 -3.347
H -0.672 -2.301 1.675
H 5.845 -2.322 3.886
H 8.779 -2.344 -4.713
H 7.315 0.798 1.459
H -7.202 1.501 6.042
H -2.535 5.138 2.325
H -1.127 0.046 5.273
H -6.688 -2.000 -7.340
H 8.782 3.720 -2.566
H 6.570 -3.924 3.725
H -4.557 1.247 -4.599
H 9.373 2.433 0.618
H 6.597 -3.501 -1.285
H -7.490 -0.933 6.502
H 5.599 -0.563 -5.753
H -6.670 -2.615 4.857
H 8.279 -1.225 -6.001
H 4.580 2.331 -0.646
H -5.405 2.213 -1.045
H -5.698 0.105 -6.381
H -5.993 -4.086 -3.623
H 9.191 -0.623 -4.604
H 2.780 2.546 1.442
H 4.039 -0.277 -3.484
H -3.164 1.106 4.322
H -2.532 2.651 2.359
H -5.140 -1.916 -2.613
H -2.681 -1.234 0.733
H 7.610 -2.504 3.723
H 10.272 2.942 -2.031
H -6.686 2.637 1.200
H -4.602 6.377 1.665
H 0.079 -1.712 3.977
H -6.056 2.249 3.966
H -5.503 -1.876 2.806
H -6.761 -4.108 -5.952
*
```

These are the Mulliken partial charges, in e, on atoms 1 to 4: atom 1 (Co): 0.58, atom 2 (Co): 0.82, atom 3 (P): 1.68, atom 4 (O): -0.30

# 3
DFT (wB97M-V/def2-TZVPD) results for a 7-piece molecular cluster, C52H43Cl6NO6 overall at a distorted geometry.

Calculated values
ΔE to the lowest compared entry with this formula, charge and spin   0.00 kJ/mol
DFT total energy   -5274.75914 hartree
Frontier orbital gap   8.48 eV
HOMO   -9.56 eV
SMILES   O=C1c2ccccc2C(=O)c2ccccc21.O=C1c2ccccc2C(=O)c2ccccc21.O=C1c2ccccc2C(=O)c2ccccc21.CCCC#N.ClCCCl.ClCCCl.ClCCCl

ORCA input file:
```
! RIJCOSX wB97M-V def2-TZVPD def2/J DEFGRID3
* xyz 0 1
Cl 0.886 -0.288 -0.065
Cl -0.358 1.280 3.734
Cl -3.854 -0.399 3.593
Cl 2.872 -1.216 4.338
Cl -4.249 2.730 4.249
Cl -0.592 -2.473 4.976
O -2.354 -6.546 -1.312
O 0.833 8.640 5.552
O 2.396 5.353 9.480
O -4.187 -3.813 -5.534
O 1.808 -1.797 -8.614
O -0.348 -4.765 -4.767
N 3.359 2.812 1.974
C 2.013 -1.436 -3.636
C 2.356 -1.053 -5.994
C 2.119 7.581 8.752
C 2.447 2.948 -0.472
C 4.678 3.525 -1.560
C -2.634 -4.446 -2.350
C -1.174 -4.532 -9.669
C 2.041 -2.775 4.330
C 0.853 -2.786 -5.266
C -0.017 -3.947 -5.599
C -3.754 2.199 2.631
C -0.212 -3.592 -9.359
C -2.169 -1.710 -2.553
C 1.277 6.426 6.220
C 1.719 5.575 7.240
C -4.702 -7.953 -5.478
C 1.111 -2.442 -3.944
C -1.451 -5.019 -7.324
C 1.452 -2.058 -6.293
C 1.037 4.554 4.735
C 1.470 3.703 5.740
C -3.485 -8.013 -3.408
C 0.321 0.180 2.525
C 3.486 2.584 -1.545
C 1.244 7.899 6.419
C -0.169 0.542 1.144
C -1.761 -2.410 -1.428
C -3.869 -5.925 -4.527
C -4.537 -6.584 -5.545
C -2.744 -5.931 -2.281
C -1.825 -5.216 -8.641
C -2.804 -2.392 -3.587
C 2.100 6.098 8.572
C 1.802 4.216 6.986
C -3.026 -3.752 -3.489
C 0.949 5.922 4.976
C -3.346 -6.632 -3.445
C 2.951 2.879 0.901
C 1.794 9.806 7.911
C 1.201 -2.369 -7.736
C -3.722 -4.442 -4.608
C 1.748 8.434 7.716
C 2.450 9.468 10.189
C 2.133 10.333 9.139
C -1.976 -3.776 -1.332
C 2.607 -0.725 -4.673
C 1.072 -2.939 5.479
C 0.155 -3.373 -8.041
C -4.183 -8.669 -4.403
C 2.488 8.108 9.984
C -4.160 0.777 2.303
C -0.430 -4.118 -7.022
H 3.317 0.067 -4.463
H -3.044 -1.825 -4.477
H 2.948 2.639 -2.498
H 2.807 -3.553 4.387
H -4.933 -5.990 -6.358
H -1.196 0.291 0.904
H 0.021 -0.835 2.777
H 2.713 7.448 10.811
H 2.890 -0.545 -6.785
H -1.677 -4.296 -0.433
H 4.397 4.523 -1.905
H -4.373 -9.730 -4.307
H 1.514 10.473 7.105
H -1.473 -4.658 -10.701
H 2.220 3.554 7.735
H 2.122 3.963 -0.703
H 5.446 3.159 -2.240
H -1.941 -0.663 -2.703
H 1.034 -3.969 5.819
H 0.729 6.567 4.137
H 0.589 -2.972 -3.155
H 1.312 -2.276 6.303
H 1.610 2.253 -0.493
H -4.192 2.879 1.903
H -2.628 -5.912 -8.852
H 0.854 4.173 3.738
H -3.591 0.435 1.438
H 1.574 2.646 5.533
H -1.984 -5.517 -6.529
H -5.275 -8.459 -6.244
H 2.163 -1.078 -2.625
H 1.544 -2.953 3.379
H 2.663 9.892 11.162
H -2.964 -8.550 -2.625
H 2.157 11.399 9.318
H -2.673 2.316 2.574
H 0.275 -2.999 -10.122
H 0.052 1.596 0.984
H -5.214 0.734 2.036
H -1.196 -1.945 -0.632
H 1.398 0.288 2.548
H 3.769 1.532 -1.470
H 5.100 3.640 -0.561
*
```

These are the Mulliken partial charges, in e, on atoms 1 to 4: atom 1 (Cl): -0.20, atom 2 (Cl): -0.18, atom 3 (Cl): -0.15, atom 4 (Cl): -0.18

# 4
DFT (wB97M-V/def2-TZVPD) results for C52H44N5S3SiV as an isolated structure.

Calculated values
ΔE to the lowest compared entry with this formula, charge and spin   120.33 kJ/mol
DFT total energy   -4709.67748 hartree
Frontier orbital gap (spin up / spin down)   5.62 / 5.20 eV
HOMO (spin up / spin down)   -8.65 / -8.42 eV

ORCA input file:
```
! RIJCOSX wB97M-V def2-TZVPD def2/J DEFGRID3
* xyz 1 4
V -0.091 -0.128 -0.020
S 2.169 1.927 1.739
S -4.978 0.557 -3.142
S 1.429 -1.010 6.894
Si 2.507 -1.261 -1.045
N -0.114 -2.359 0.071
N -0.317 -0.182 2.118
N -0.169 0.224 -2.288
N 0.173 2.006 -0.184
N -2.231 0.105 0.271
C 2.833 -2.005 -5.652
C -3.297 0.194 4.284
C 2.328 -3.002 -4.830
C 0.039 4.314 -3.123
C -0.592 4.183 0.553
C -0.507 -3.021 1.345
C 3.231 -0.794 -5.100
C 2.857 0.020 5.041
C -0.019 1.560 -2.580
C 0.071 3.440 -4.154
C -0.020 3.859 -1.769
C 3.091 -0.767 7.202
C -0.933 -2.903 -1.056
C 5.633 -1.768 1.623
C 4.420 -1.430 1.046
C -4.904 0.384 0.934
C -0.261 -0.220 -4.657
C -0.279 -0.605 -3.317
C -3.151 0.227 -0.664
C 3.108 -0.580 -3.735
C -0.872 -0.084 4.843
C -1.430 -5.056 0.161
C -0.008 2.038 -3.915
C -1.585 -0.001 2.556
C 1.351 -2.506 -0.127
C -6.849 0.587 -1.412
C -2.607 0.135 1.568
C 3.728 -0.208 6.137
C 4.149 -1.735 -0.292
C -4.268 0.293 3.349
C 2.214 -2.784 -3.463
C -7.477 0.709 -2.677
C -1.918 0.038 3.912
C -0.469 -4.540 1.251
C 6.602 -2.415 0.867
C 1.571 -0.365 5.301
C 6.355 -2.718 -0.464
C -5.487 0.499 -1.491
C 2.586 -1.565 -2.891
C -2.014 -3.887 -0.626
C -0.292 4.732 -0.700
C 5.137 -2.378 -1.039
C 0.084 2.485 -1.520
C 2.267 0.626 -0.717
C -4.524 0.371 -0.394
C 0.422 -0.254 4.406
C -6.583 0.711 -3.702
C -3.948 0.265 1.950
C 0.641 -0.304 3.014
C 1.392 1.265 0.359
C -0.125 1.110 -4.955
C -0.379 2.865 0.795
H -0.721 -4.957 2.227
H 2.929 -2.175 -6.716
H 3.644 -0.018 -5.732
H -2.240 -5.638 0.602
H -0.377 -1.654 -3.096
H -1.506 -2.677 1.618
H -0.269 -3.398 -1.771
H 0.031 5.381 -3.303
H -1.424 -2.075 -1.565
H -0.498 2.431 1.774
H 0.555 -4.855 1.043
H 4.779 0.038 6.136
H -2.792 0.215 -1.688
H -0.903 -5.726 -0.521
H 4.955 -2.617 -2.081
H 7.111 -3.216 -1.057
H -2.769 -3.365 -0.032
H 3.689 -0.887 1.639
H -1.091 -0.026 5.903
H 2.192 1.126 -1.684
H -0.346 -0.976 -5.424
H -2.524 -4.239 -1.523
H 2.034 -3.956 -5.251
H 3.152 0.489 4.110
H -5.305 0.403 3.639
H -0.961 4.805 1.356
H 0.167 -2.680 2.126
H -5.946 0.494 1.208
H -7.398 0.569 -0.481
H -0.113 1.458 -5.981
H 1.809 -2.528 0.867
H 3.436 0.370 -3.327
H -3.543 0.224 5.338
H -0.366 5.796 -0.878
H 0.107 3.787 -5.179
H 7.552 -2.677 1.314
H 3.510 -1.048 8.155
H 3.276 0.825 -0.347
H -6.781 0.794 -4.758
H -8.544 0.793 -2.817
H 1.640 -0.475 2.641
H 1.612 -3.483 -0.561
H 1.836 -3.587 -2.839
H 5.827 -1.517 2.658
*
```

These are the Mulliken partial charges, in e, on atoms 1 to 4: atom 1 (V): 0.58, atom 2 (S): -0.37, atom 3 (S): -0.04, atom 4 (S): -0.16